Entry from OMol25: one molecule with the formula C4H9NO (ωB97M-V with the def2-TZVPD basis set).

XYZ file:
```
15
Properties=species:S:1:pos:R:3
C 0.79319 1.65998 -1.16091
C 0.22767 1.09558 0.21062
N 0.19178 -0.36887 0.24693
C 1.41625 -1.12834 0.61519
C -1.01913 -0.99078 0.13360
O -2.06967 -0.42698 0.05427
H 0.16093 1.16027 -2.01035
H 0.50926 2.75784 -1.19899
H 1.90754 1.46228 -1.25458
H -0.84545 1.44994 0.24241
H 0.81260 1.52424 1.16554
H 1.12193 -2.19365 0.23330
H 2.29493 -0.72681 0.03271
H 1.69421 -1.16877 1.75786
H -0.94893 -2.08605 0.07846
```

Computed properties:
HOMO   -0.343 Eh
E_tot   -287.77649 a.u.
Structure (SMILES)   CCN(C)C=O
2S+1   1
ΔE to the lowest compared entry with this formula, charge and spin   35.1 kcal/mol

---

Entry from OMol25: a 2-piece molecular cluster, C4H9NO overall (ωB97M-V with the def2-TZVPD basis set).

XYZ file:
```
15
Properties=species:S:1:pos:R:3
C -1.47589 0.17266 -0.31520
C -1.19442 0.07323 -1.61751
N -0.74227 -1.09752 -2.25079
H -1.48064 -0.62297 0.42080
H -1.86055 1.11789 0.04921
H -1.40957 0.89548 -2.28873
H -1.00523 -1.95972 -1.80912
H -1.07387 -1.10047 -3.20094
C 1.19954 1.18842 1.44331
C 1.66424 0.07926 2.07311
O 2.04993 -1.00915 1.37860
H 0.31946 1.74106 1.77430
H 1.61846 1.61698 0.53559
H 1.96777 0.11650 3.11235
H 1.42304 -1.21165 0.69502
```

Computed properties:
HOMO   -0.294 Eh
E_tot   -287.69377 a.u.
Structure (SMILES)   C=CN.C=CO
2S+1   1
ΔE to the lowest compared entry with this formula, charge and spin   87.0 kcal/mol

---

Entry from OMol25: a 2-piece molecular cluster, C4H9NO overall (ωB97M-V with the def2-TZVPD basis set).

XYZ file:
```
15
Properties=species:S:1:pos:R:3
C 0.57951 -0.18165 -1.91385
C 1.47801 -0.27976 -0.78973
C 1.14829 0.47475 0.40881
C -0.16011 0.04652 0.88173
N -0.52718 0.51301 2.14157
O -0.85423 -0.83240 0.37311
H 0.90916 -0.20115 -2.95131
H -0.03069 0.70139 -1.78000
H 0.24609 -1.07140 -1.13136
H 2.32934 -0.95824 -0.83260
H -5.64780 1.68825 -4.29675
H -6.10629 1.24965 -4.66235
H 1.82552 1.17812 0.86885
H 0.30165 0.88165 2.59856
H -0.95079 -0.20956 2.71018
```

Computed properties:
HOMO (spin up / spin down)   -0.550 / -0.552 Eh
⟨S²⟩   0.760
E_tot   -287.36369 a.u.
Total charge   +1
2S+1   2
ΔE to the lowest compared entry with this formula, charge and spin   86.0 kcal/mol

---

Entry from OMol25: C4H9NO as an isolated structure (ωB97M-V with the def2-TZVPD basis set).

XYZ file:
```
15
Properties=species:S:1:pos:R:3
C -0.03919 -0.65817 1.48459
C 0.30210 -1.66788 0.49132
C -0.02986 -1.39120 -0.88495
C 0.47524 -0.15117 -1.41630
N 0.21151 0.15429 -2.74554
O 1.26638 0.53427 -0.76350
H -0.46381 -1.16683 2.35447
H -0.59430 0.23161 1.20775
H 1.04974 -0.54660 0.90126
H 0.76872 -2.61984 0.73086
H -1.43163 4.52662 3.53821
H -2.02861 4.81937 3.22741
H -0.50407 -1.96663 -1.67053
H 0.00803 -0.69447 -3.26432
H 1.00977 0.59662 -3.19073
```

Computed properties:
HOMO (spin up / spin down)   -0.546 / -0.552 Eh
⟨S²⟩   0.766
E_tot   -287.35175 a.u.
Total charge   +1
2S+1   2
ΔE to the lowest compared entry with this formula, charge and spin   93.5 kcal/mol

---

Entry from OMol25: an isolated ion of composition C4H9NO and charge +1 (ωB97M-V with the def2-TZVPD basis set).

XYZ file:
```
15
Properties=species:S:1:pos:R:3
N -2.08038 -0.00788 0.53587
C -0.92549 -0.62252 0.60386
C 0.40835 0.16624 0.23936
C 1.54624 -0.80863 -0.02762
C 0.13656 1.05544 -0.95996
O -0.73981 -1.75795 1.01821
H -2.05504 0.96780 0.26491
H -2.84900 -0.25044 1.15503
H 0.57625 0.68789 1.18367
H 1.73571 -1.38181 0.88020
H 1.28053 -1.55277 -0.77308
H 2.48855 -0.35135 -0.31215
H 1.06717 1.60994 -1.11099
H -0.62048 1.82940 -0.86035
H 0.03084 0.41663 -1.83695
```

Computed properties:
HOMO (spin up / spin down)   -0.627 / -0.629 Eh
⟨S²⟩   0.756
E_tot   -287.48083 a.u.
Total charge   +1
2S+1   2
ΔE to the lowest compared entry with this formula, charge and spin   12.5 kcal/mol

---

Entry from OMol25: a 3-piece molecular cluster, C4H9NO2 overall (ωB97M-V with the def2-TZVPD basis set).

XYZ file:
```
16
Properties=species:S:1:pos:R:3
C 1.18464 -1.17341 -0.18511
C 0.48073 -2.35827 -0.67108
C -0.57312 -1.82975 -1.49543
N -0.26143 -0.46757 -1.81675
C 0.72213 -0.06440 -0.90227
H 1.54210 -1.01618 0.79264
H 0.35714 -3.22832 0.06511
H -1.45321 -2.21672 -2.00189
H -0.63543 0.19089 -2.51470
H 1.05592 0.95398 -0.88942
O -0.80401 0.34738 2.39737
H -0.79118 -0.44390 1.79479
H -1.82721 0.63178 2.41879
O 0.05312 3.60227 0.69591
H 0.52200 4.33894 1.27723
H 0.42783 2.73330 1.03483
```

Computed properties:
HOMO   -0.307 Eh
E_tot   -362.97929 a.u.
Structure (SMILES)   c1cc[nH]c1.O.O
2S+1   1
ΔE to the lowest compared entry with this formula, charge and spin   66.7 kcal/mol